C20H51N11O5PTi | ωB97M-V/def2-TZVPD

Structure (XYZ):
```
89
Properties=species:S:1:pos:R:3:lowdin_spin:R:1
H 4.545 2.198 0.696 0.00
N -1.169 -0.767 -1.520 0.03
N 0.914 -4.746 -1.076 0.00
C 2.123 -2.564 -3.763 0.00
C 4.550 -0.418 1.453 0.00
H 5.516 2.034 -0.779 0.00
H 0.718 3.804 1.193 0.00
H 1.733 0.779 -4.517 0.00
H 0.001 -2.851 -0.904 0.00
H 6.239 1.704 0.803 0.00
C 6.016 -0.663 -0.575 0.00
N 0.543 -0.008 3.534 0.00
H 2.359 2.404 -3.248 0.00
H 3.714 0.131 1.891 0.00
H 4.208 -1.061 -4.833 0.00
C 2.427 -1.074 -3.636 0.00
C 2.291 2.981 -2.325 0.01
H 1.186 4.634 -3.017 0.00
N -0.626 2.435 -4.541 0.00
C -2.830 1.312 0.873 0.00
H 3.203 3.561 -2.191 0.00
H 1.874 -0.571 -5.648 0.00
H 1.206 1.030 1.975 0.00
H -1.032 0.502 4.890 0.00
H 1.058 -2.728 -3.570 0.00
H 0.322 -4.604 1.599 0.00
H -4.597 0.265 0.425 0.00
C 1.591 -0.294 -4.632 0.00
C -1.073 2.723 1.645 0.00
H 2.742 -3.131 -3.067 0.00
H 1.492 -4.435 -1.862 0.00
H -2.582 1.298 3.391 0.00
P 2.698 -1.006 -0.930 0.01
H 4.511 -1.368 -3.117 0.00
H -3.423 2.173 1.213 0.00
H -1.027 4.993 -2.943 0.00
H 2.142 2.009 1.047 0.00
H 1.245 -0.008 4.265 0.00
Ti 0.134 0.628 -0.384 1.78
C 0.447 2.926 1.779 0.00
N -0.390 -2.650 1.806 0.00
N -1.772 0.486 -3.537 0.01
H -4.104 0.080 2.092 0.00
C 5.329 1.614 0.210 0.00
C -0.230 -3.859 1.014 0.00
H 0.532 -0.517 -4.502 0.00
H 4.113 0.270 -3.670 0.00
N -3.068 -1.187 0.816 0.00
O 1.986 -0.611 -2.316 0.00
H -2.006 3.965 -2.030 0.00
H -2.035 -0.284 2.816 0.00
H 2.337 -2.897 -4.780 0.00
H 5.692 -1.694 -0.709 0.00
O 3.752 0.182 -0.787 0.00
O -0.265 2.487 -1.250 0.03
H 0.728 3.140 2.812 0.00
H 1.501 -3.087 -0.003 0.00
H -1.140 -2.066 1.434 0.00
H 2.202 2.289 -1.492 0.01
H 4.273 -1.469 1.371 0.00
H 5.405 -0.339 2.126 0.00
H -0.258 1.842 4.083 0.00
H -3.733 -1.938 0.956 0.00
N 1.150 3.880 -2.351 0.01
H -2.743 -1.232 -0.143 0.00
H -2.635 1.467 -0.192 0.00
C -1.392 -0.118 -2.481 0.01
C -1.135 1.520 -4.046 0.00
C -3.725 0.092 1.069 0.00
H 0.465 -2.104 1.746 0.00
H -1.594 3.240 2.463 0.00
O 3.305 -2.360 -0.932 0.00
C -0.068 3.522 -1.920 0.01
H 0.239 -0.973 3.427 0.00
H 1.467 -5.402 -0.524 0.00
C -1.739 0.759 2.933 0.00
N -1.096 4.381 -2.146 0.01
N -1.521 1.312 1.577 0.01
C 4.922 0.155 0.093 0.00
H 6.914 -0.652 0.044 0.00
N 1.180 1.767 1.260 0.01
C 0.544 -3.532 -0.250 0.00
C 3.910 -0.791 -3.820 0.00
H -1.393 3.194 0.719 0.00
H 6.264 -0.236 -1.548 0.00
C -0.598 0.818 3.934 0.00
H -1.213 -4.284 0.796 0.00
H 0.098 -5.237 -1.440 0.00
O 1.579 -0.768 0.079 0.03
```

As for the spin multiplicity: 3. The HOMO energy (alpha / beta) is -8.80 / -11.10 eV. The value obtained for the LUMO energy (alpha / beta) is -2.46 / -2.46 eV. As for the charge: +1. Its total energy is -80602.126 eV. The energy above the lowest of the compared OMol25 structures with the same formula, charge and spin comes out at 131.6 kJ/mol.